No. 1
C13H15EuNO4S as an isolated structure, computed with wB97M-V/def2-TZVPD.

The calculation puts the orbital gap (spin up / spin down) at 0.1386 / 0.1472 hartree. Its spin multiplicity is 8. As for the HOMO energy (spin up / spin down): -13.7 / -13.7 eV. As for the total charge: +2.

Last column: Mulliken spin population.
Cartesian coordinates (Å):
C: 3.63234 -1.22784 1.13289  0.000
C: 3.84626 -0.37448 -0.14290  0.000
O: 3.73202 0.99446 0.20980  0.000
C: 2.86379 1.75756 -0.58991  0.000
C: 1.71204 2.29897 0.27187  0.000
O: 0.50744 2.42467 -0.50153  0.000
C: -0.65159 2.15210 0.23006  0.001
C: -1.08937 0.71709 -0.00446  -0.002
C: -0.22744 -0.24643 -0.45940  0.001
C: -0.64505 -1.52134 -0.67841  0.001
C: -1.94154 -1.86752 -0.40925  0.006
S: -2.49686 -3.54865 -0.67103  -0.013
C: -2.82498 -0.94676 0.04505  -0.008
C: -2.37489 0.32515 0.22209  -0.001
C: -3.60224 1.12599 0.68268  0.001
O: -3.73846 2.31656 0.63379  0.000
N: -4.58306 0.15398 1.12070  0.000
C: -4.29648 -1.05659 0.40671  -0.002
O: -5.07476 -1.93990 0.15731  0.000
H: 3.03612 -0.61419 1.80492  0.000
H: 4.56161 -1.52255 1.60313  0.000
H: 3.01135 -2.09866 0.92330  0.000
H: 3.09759 -0.69731 -0.86799  0.000
H: 4.85749 -0.56441 -0.49649  0.000
H: 3.39617 2.62578 -0.97711  0.000
H: 2.46878 1.23341 -1.46376  0.000
H: 1.55192 1.67429 1.15176  0.000
H: 1.98375 3.29651 0.61740  0.000
H: -1.46949 2.79494 -0.08892  0.000
H: -0.52682 2.29827 1.30658  0.000
H: 0.80581 -0.02034 -0.66580  0.000
H: 0.03684 -2.27050 -1.05378  0.001
H: -2.17036 -3.74998 -1.98511  -0.004
H: -4.34811 0.00467 2.10458  0.000
Eu: -3.03982 -3.92694 -3.56876  7.020

Force components x, y, z for each atom (eV/Å):
C -0.5539 0.4750 -0.4938
C 0.2712 -0.7504 1.4245
O -0.2170 -0.1761 -0.6045
C -0.2239 0.7742 0.2264
C 0.0935 0.3811 -0.2221
O 0.1081 -0.1405 0.2476
C -0.1167 -0.3914 -0.4342
C 0.3607 1.4686 0.2843
C 1.2753 0.1980 -0.3207
C 0.5781 -1.0460 -0.2632
C -0.4349 -1.6224 -1.1211
S -0.3461 -0.5314 -0.1300
C -1.1511 -0.4732 -0.2800
C -1.9502 0.9783 0.7632
C 0.9313 0.9051 -0.3118
O -0.0532 -1.2976 0.3745
N -0.0285 0.1255 -0.2833
C 0.1585 0.1126 0.4147
O 0.8478 0.4994 0.1474
H 0.1674 0.0093 0.3152
H 0.0251 -0.0313 0.1494
H 0.2695 -0.2796 -0.0724
H 0.0749 0.3567 -0.3738
H -0.0603 0.0519 -0.4978
H 0.2258 -0.0753 -0.1369
H 0.0038 -0.2806 0.0809
H 0.0393 -0.2372 -0.0571
H -0.0540 0.0191 0.2228
H 0.1017 0.2168 -0.0621
H 0.0368 0.1119 0.0630
H 0.0881 0.2656 -0.0071
H 0.2100 -0.0439 0.1036
H 2.1077 0.5709 3.0095
H -0.9272 0.0048 0.2624
Eu -1.8577 -0.1479 -2.4175

No. 2
A 3-piece molecular cluster, C4H9N2OS overall, computed with wB97M-V/def2-TZVPD.

The calculation puts the orbital gap at 0.1055 hartree. Its spin multiplicity is 1. As for the HOMO energy: -3.9 eV. The energy above the lowest of the compared OMol25 structures with the same formula, charge and spin is 138.20 kcal per mole. As for the total charge: -1.

Last column: Mulliken charge in e.
Cartesian coordinates (Å):
O: 4.33920 0.25646 -0.01272  -0.714
C: 3.51230 0.27100 -0.96768  0.564
N: 2.51402 0.20294 -1.79495  -0.756
C: 0.28874 -0.09629 -0.12030  -0.525
C: 1.19814 0.11952 1.05340  -1.163
S: -4.81413 -0.01095 0.68626  -0.244
C: -1.36880 -0.23671 0.14435  -0.373
N: -2.33178 0.02888 -0.92440  -0.356
H: 1.02663 -0.42378 1.93399  0.375
H: 0.35951 0.78003 -0.88413  0.364
H: 0.72503 -0.86349 -0.76069  0.452
H: 2.20635 -0.25466 0.89247  0.288
H: 1.24891 1.21454 1.38252  0.218
H: -1.66390 -1.23541 0.63446  0.252
H: -1.55214 0.58067 0.91185  0.309
H: -2.45203 -0.62942 -1.63234  0.243
H: -3.23604 0.29669 -0.54208  0.066

Force components x, y, z for each atom (eV/Å):
O -1.8599 0.1968 -2.7809
C -4.4575 -0.7768 -2.2949
N 6.8874 0.6282 4.6312
C -2.3664 1.1583 -2.8315
C 0.4636 2.0459 0.4861
S 0.5892 -0.2333 -0.4547
C 1.4302 -0.4063 2.1645
N 0.8051 1.2054 1.5131
H -1.3607 -0.9424 1.4150
H -0.0318 -1.2289 1.6384
H -0.5616 -0.4451 0.2172
H 0.1141 0.5821 -0.7770
H 0.0620 -1.3996 -0.5441
H 0.9106 1.2913 -0.4741
H 0.0339 -1.0705 -0.7777
H 0.0510 -1.5620 -1.1529
H -0.7091 0.9570 0.0223

No. 3
A 2-piece molecular cluster, C6H19ClN2Si2 overall, computed with wB97M-V/def2-TZVPD.

The calculation puts the orbital gap (spin up / spin down) at 0.3016 / 0.2753 hartree. Its spin multiplicity is 3. As for the HOMO energy (spin up / spin down): -7.4 / -8.6 eV.

Last column: Mulliken spin population.
Cartesian coordinates (Å):
C: 0.08472 -2.25881 -1.03467  0.012
C: 2.01150 -0.84930 1.80022  0.001
C: -0.46167 -0.04214 -3.04510  0.000
C: 0.43530 1.65445 2.01960  -0.032
C: -0.65965 -1.01852 -0.65992  0.024
C: 2.27707 0.49564 0.93065  0.009
N: -0.10902 0.08239 -1.54125  0.087
N: 1.11743 1.35891 0.75190  0.010
Si: -4.30840 0.81225 0.93485  0.893
Si: 0.34361 1.55927 -0.85574  0.821
Cl: 1.88743 2.16230 -2.05042  0.058
H: 0.01514 -3.21490 -0.43116  0.000
H: -0.21638 -2.44596 -2.06581  0.001
H: 1.13935 -2.04615 -0.91483  -0.002
H: 1.21448 -0.75085 2.50988  -0.001
H: 1.71763 -1.77644 1.21154  -0.001
H: 2.89883 -1.21185 2.22566  0.001
H: -1.16290 -0.87499 -3.21443  0.000
H: -0.84325 0.97793 -3.44589  0.004
H: 0.48192 -0.38392 -3.58178  0.007
H: 1.08971 2.29399 2.71717  -0.006
H: -0.49151 2.18195 1.81348  0.025
H: 0.10091 0.64629 2.58072  -0.003
H: -1.73897 -1.02686 -0.74744  0.009
H: -0.33875 -0.72020 0.28850  -0.026
H: 3.04995 1.03718 1.58040  -0.002
H: 2.75667 0.31042 0.01990  0.004
H: -4.87989 0.39272 -0.37526  0.034
H: -4.48991 2.32567 1.20258  0.028
H: -2.92135 0.32953 1.37666  0.042

Force components x, y, z for each atom (eV/Å):
C -0.0065 -1.6504 0.1466
C -0.9330 -0.4190 -3.1094
C 1.3665 0.7260 0.7641
C 0.0608 -1.2589 0.8909
C 0.7753 1.2247 -1.4246
C 0.0468 -0.2571 3.6450
N -1.7133 -1.5103 -1.5929
N -0.9737 -0.3709 -0.2723
Si 0.1671 0.8073 0.7729
Si 0.7610 0.1985 2.0241
Cl 0.5474 0.4978 -0.6767
H -0.8454 1.1642 -0.4605
H 0.6369 -0.5872 -0.0583
H 0.3138 0.2471 -0.6336
H 0.0675 0.2308 0.5758
H 0.0317 1.3022 0.0473
H 1.3510 0.0688 1.0629
H -0.1799 0.6805 0.2744
H 0.6229 -1.9462 0.5316
H -1.0927 0.8419 0.4530
H -0.8677 -1.0356 -0.9049
H -0.0279 0.2426 0.0372
H 0.7219 2.4119 -0.9936
H -0.2476 -0.3662 0.0876
H -0.0932 0.4004 1.8688
H -0.8994 -0.3310 -0.8410
H 0.5425 -0.5122 -1.4392
H 0.4303 0.0453 0.1322
H 0.2161 -1.1060 -0.3144
H -0.7790 0.2609 -0.5931